Record 1
# C25H35N5O4S

One molecule with the formula C25H35N5O4S (ωB97M-V/def2-TZVPD, the Open Molecules 2025 dataset).

The geometry in XYZ format:
```
70
Properties=species:S:1:pos:R:3:mulliken_charge:R:1
S -5.792 -0.625 -3.003 -0.339
O 0.566 3.711 -1.723 -0.662
O -4.423 -1.405 1.011 -0.289
O -5.509 1.460 1.453 -0.657
O 3.927 1.207 2.312 -0.653
N 1.414 2.482 -0.029 0.101
N -5.584 0.502 -0.603 0.034
N 5.719 1.121 0.952 -0.226
N -3.769 0.682 -2.055 -0.098
N 4.368 -0.544 -0.621 0.531
C 4.496 -1.702 0.255 -0.720
C -6.860 -0.108 -0.271 -1.394
C -0.972 2.435 -0.460 0.635
C 5.152 -1.836 -2.522 -0.903
C 3.598 0.554 -0.025 0.983
C -1.549 2.755 0.772 -0.045
C -3.525 -1.208 2.079 0.143
C -6.670 -1.556 0.185 -0.583
C 2.151 0.174 0.350 -1.058
C 4.008 -0.996 -1.954 -0.573
C 2.767 2.917 -0.302 -1.261
C -3.213 -2.474 2.875 -1.450
C 1.350 1.367 0.885 -0.809
C 4.406 0.978 1.223 -0.257
C -5.025 0.218 -1.813 0.086
C 5.424 -3.042 -1.630 -0.697
C 0.405 2.923 -0.808 0.088
C 5.671 -2.562 -0.205 -0.895
C -3.012 1.364 -1.141 0.547
C -3.585 1.667 0.099 0.684
C -2.844 2.372 1.046 -0.977
C -5.758 -1.673 1.404 -0.602
C -4.947 1.223 0.406 0.355
C 3.549 1.780 -0.957 -1.143
C -1.704 1.756 -1.418 -1.172
H 1.776 1.674 1.844 0.249
H 6.049 -1.216 -2.577 0.306
H 2.160 -0.598 1.119 0.448
H 2.710 3.775 -0.975 0.593
H -4.081 -2.804 3.439 0.352
H 3.234 3.220 0.640 0.399
H -0.976 3.308 1.500 0.518
H -7.298 0.489 0.531 0.470
H 4.897 -2.158 -3.532 0.399
H -6.237 -2.138 -0.630 0.316
H -2.405 -2.270 3.572 0.453
H 4.660 -1.363 1.280 0.379
H 3.029 1.525 -1.882 0.515
H 5.788 -3.410 0.472 0.374
H -2.908 -3.270 2.201 0.311
H -6.066 -0.956 2.179 0.335
H -3.312 2.605 1.989 0.499
H 3.582 -2.319 0.243 0.402
H 6.355 1.324 1.706 0.299
H -7.500 -0.076 -1.155 0.514
H 6.285 -3.602 -2.000 0.360
H 4.558 -3.708 -1.644 0.317
H -5.834 -2.689 1.817 0.481
H 1.658 -0.223 -0.541 0.306
H 6.073 0.737 0.091 0.253
H 4.558 2.108 -1.204 0.349
H -3.385 0.460 -2.965 0.321
H 6.587 -1.969 -0.172 0.268
H 0.312 1.066 1.034 0.593
H -2.611 -0.835 1.605 0.004
H -7.647 -1.973 0.430 0.444
H 3.085 -1.603 -1.947 0.332
H -1.264 1.536 -2.379 0.422
H -3.913 -0.429 2.751 0.327
H 3.851 -0.139 -2.606 0.370
```

The net charge is 0. The calculation puts the total energy at -52971.64690 eV. The multiplicity is 1. Its SMILES is CCOCCCn1c(=S)[nH]c2cc(C(=O)N3CCC(C(N)=O)(N4CCCCC4)CC3)ccc2c1=O.

---

Record 2
# C25H36BBrN2O6P

An isolated ion of composition C25H36BBrN2O6P and charge -1 at a distorted geometry (ωB97M-V/def2-TZVPD, the Open Molecules 2025 dataset).

The geometry in XYZ format:
```
72
Properties=species:S:1:pos:R:3:mulliken_charge:R:1
Br -3.988 0.822 -2.877 -0.208
P -1.142 -2.931 -0.036 0.130
O 0.571 -0.668 -0.184 -0.076
O 4.112 2.861 -0.636 -0.551
O 4.183 2.359 -2.815 -0.546
O -1.185 -0.072 -1.522 -0.271
O -1.480 1.298 0.200 -0.311
O -1.282 3.778 2.532 -0.504
N -0.095 -3.949 0.591 -0.757
N 1.104 -1.013 3.979 -0.690
C 3.278 -1.665 -1.323 -0.095
C 0.750 -0.949 2.656 0.036
C 2.020 -3.768 -1.806 -0.401
C 0.861 -1.537 -2.497 -1.215
C 4.320 -3.885 -0.631 -0.452
C -0.712 4.550 1.462 0.323
C 3.124 -4.526 -1.203 -0.602
C 1.110 1.013 -2.225 -0.246
C -0.940 2.385 2.418 -0.625
C 0.962 2.385 -1.460 0.175
C 0.444 5.520 1.973 -1.126
C 2.083 3.457 -1.859 -0.673
C -3.196 -0.463 -0.305 -1.277
C -5.113 -1.498 -1.618 -1.085
C -1.668 -0.070 -0.169 0.755
C 3.524 2.897 -1.688 0.567
C -1.317 -1.790 4.224 -0.728
C -0.609 -1.144 0.439 1.390
C -1.985 1.603 1.509 -0.372
C -0.497 -1.268 2.000 -0.595
C -3.663 -0.809 -1.772 0.259
C 4.388 -2.428 -0.719 -0.770
C 0.013 -1.461 4.675 -0.366
C -1.648 -1.703 2.799 -0.093
C 2.068 -2.283 -1.858 1.385
B 0.289 -0.243 -1.575 -0.221
H -3.474 -1.365 0.319 0.024
H 4.182 1.386 -2.781 0.362
H -0.556 -4.573 1.260 0.232
H 0.078 2.202 1.987 0.361
H -1.507 5.157 0.945 0.359
H 5.169 -4.441 -0.173 0.342
H -1.031 1.967 3.463 0.273
H 0.201 5.958 2.982 0.314
H -0.004 2.847 -1.829 0.339
H -2.643 -1.947 2.373 0.181
H 0.198 -1.588 5.779 0.348
H 0.667 1.175 -3.257 0.135
H 1.960 3.799 -2.926 0.341
H -0.253 3.868 0.698 -0.216
H -2.091 -2.112 4.960 0.317
H 5.269 -1.890 -0.299 0.331
H -2.413 -3.197 0.589 0.142
H 1.369 4.880 2.051 0.234
H 3.108 -5.647 -1.146 0.249
H 1.570 -0.590 1.976 0.549
H -3.030 -1.564 -2.288 0.293
H -1.313 -3.036 -1.445 0.065
H -5.033 -2.565 -1.971 0.268
H -5.832 -1.005 -2.332 0.376
H -2.846 2.327 1.359 0.489
H 2.175 0.701 -2.404 -0.272
H 0.054 -2.249 -2.821 0.295
H 0.847 2.287 -0.352 -0.408
H -2.417 0.724 2.050 0.346
H -3.898 0.350 0.050 0.428
H 1.153 -4.336 -2.206 0.216
H 0.583 6.359 1.233 0.345
H -5.523 -1.397 -0.583 0.292
H 1.945 4.335 -1.171 0.299
H 3.396 -0.558 -1.316 0.217
H 1.256 -1.066 -3.453 0.371
```

The net charge is -1. The calculation puts the total energy at -121780.24313 eV. The multiplicity is 1.

---

Record 3
# C25H36Br2N4O3

A 8-piece molecular cluster, C25H36Br2N4O3 overall at a distorted geometry (ωB97M-V/def2-TZVPD, the Open Molecules 2025 dataset).

The geometry in XYZ format:
```
70
Properties=species:S:1:pos:R:3:mulliken_charge:R:1
Br -20.899 7.673 1.587 -0.203
Br -24.431 5.513 -0.697 -0.188
O -19.775 9.703 -4.876 -0.579
O -20.148 6.092 -1.680 -0.449
O -21.211 7.086 -3.957 -0.401
N -15.349 6.970 -3.599 -0.308
N -20.571 3.600 -0.303 0.175
N -16.937 3.552 1.875 -0.567
N -17.868 4.456 -5.888 -0.604
C -16.923 8.802 -3.584 -0.063
C -16.381 4.744 1.467 -0.385
C -15.841 2.519 -0.012 -0.309
C -16.411 3.440 -3.765 0.360
C -20.598 3.598 1.053 -0.254
C -17.786 3.463 -3.712 -0.344
C -16.522 4.244 -5.987 -0.279
C -15.481 4.860 0.355 -0.134
C -16.710 2.497 1.038 -0.260
C -21.085 2.514 1.795 -0.874
C -22.668 7.395 0.776 -0.541
C -16.470 7.561 -4.030 -0.373
C -22.743 6.009 0.214 0.240
C -15.147 3.703 -0.300 -0.279
C -22.269 6.384 -4.609 -0.805
C -16.152 9.432 -2.584 -0.409
C -15.026 8.801 -2.057 -0.344
C -20.176 10.585 -3.834 -0.568
C -14.637 7.581 -2.644 -0.611
C -15.761 3.739 -4.960 -0.458
C -21.062 2.502 -0.962 -0.556
C -18.504 4.019 -4.772 -0.313
C -21.548 1.423 -0.250 -0.738
C -21.647 1.445 1.117 -0.216
C -18.848 6.539 -1.770 -0.121
H -16.515 10.378 -2.152 0.351
H -15.026 5.772 -0.034 0.292
H -20.281 4.504 1.588 0.369
H -16.040 4.377 -6.944 0.364
H -18.610 7.023 -0.855 0.282
H -20.934 2.483 -2.010 0.537
H -22.531 5.243 0.949 0.286
H -19.807 11.606 -4.069 0.272
H -20.809 6.621 -3.229 0.399
H -17.351 1.652 1.287 0.396
H -19.588 4.175 -4.777 0.366
H -14.491 9.220 -1.247 0.455
H -22.626 8.168 0.050 0.374
H -18.809 7.288 -2.551 -0.148
H -20.130 5.197 -1.304 0.375
H -22.033 5.932 -0.570 -0.245
H -17.846 9.173 -4.182 0.490
H -22.435 6.727 -5.619 0.302
H -19.632 10.358 -2.931 0.197
H -18.138 5.764 -1.951 0.218
H -22.218 5.292 -4.538 0.233
H -15.903 3.264 -2.857 0.128
H -14.619 3.764 -5.124 0.269
H -21.866 0.512 -0.746 0.373
H -14.502 3.783 -1.148 0.528
H -18.256 2.985 -2.878 0.410
H -15.773 1.695 -0.699 0.405
H -13.801 7.074 -2.167 0.418
H -23.399 7.582 1.562 0.418
H -20.289 8.860 -4.753 0.363
H -22.070 0.562 1.623 0.372
H -16.993 6.956 -4.778 0.406
H -21.010 2.533 2.837 0.508
H -23.188 6.644 -4.073 0.314
H -21.266 10.566 -3.655 0.290
H -16.683 5.583 2.121 0.393
```

The net charge is 0. The calculation puts the total energy at -178694.00686 eV. The multiplicity is 1. Its SMILES is c1ccncc1.c1ccncc1.c1ccncc1.c1ccncc1.BrCCBr.CO.CO.CO.

---

| no. | HOMO level (eV) |
| --- | --- |
| 1 | -8.362 |
| 2 | -4.952 |
| 3 | -9.343 |